DFT (wB97M-V/def2-TZVPD) results for a cluster of 2 separate species, C6H12S in total.

Spin multiplicity: 2
Frontier orbital gap (alpha / beta) in eV: 7.82 / 2.77
Energy in Eh: -633.60306
Total charge: +1

```
19
Properties=species:S:1:pos:R:3:forces:R:3
S -0.993 1.692 -0.183 -0.4 0.2 0.0
C 2.392 -1.612 1.019 0.5 -0.1 0.0
C -2.638 1.140 -0.637 0.3 -1.3 0.1
C 2.150 0.489 -0.287 0.2 -0.5 0.0
C 2.002 -2.863 1.260 0.2 0.4 -0.5
C 1.815 -0.777 -0.019 -0.6 0.4 -0.1
C -2.614 -0.404 -0.667 -0.2 0.3 -0.2
H -2.612 -0.827 0.335 0.1 0.0 0.0
H 2.958 0.980 0.241 0.0 0.1 -0.1
H 1.684 1.008 -1.115 0.1 0.1 0.0
H -3.513 -0.754 -1.172 0.0 0.1 0.0
H -3.376 1.500 0.083 0.1 0.4 0.0
H -1.767 -0.781 -1.240 0.1 0.0 0.1
H 2.451 -3.462 2.036 0.0 -0.1 0.0
H 3.247 -1.175 1.530 -0.2 0.0 0.3
H 1.291 -3.311 0.574 -0.2 -0.1 0.4
H -1.235 3.022 -0.157 0.0 0.1 0.0
H -2.841 1.545 -1.633 0.0 0.3 0.0
H 0.968 -1.198 -0.559 0.2 -0.2 -0.1
```
Positions in Å, forces in eV/Å.

Here are the Mulliken charges for atoms 1 to 8, given in e:
1. S 0.311
2. C -0.100
3. C -0.332
4. C -1.074
5. C -0.764
6. C 0.290
7. C -1.146
8. H 0.371